Below is C22H28N2O6S as an isolated structure at a distorted geometry, with properties calculated with ωB97M-V with the def2-TZVPD basis set.

Element x y z (Å)
C1 4.20 0.89 0.76
C2 2.73 1.48 0.65
H1 2.84 2.50 0.19
O1 1.89 0.98 -0.30
C3 1.18 -0.15 0.10
C4 1.41 -0.77 1.25
C5 0.84 -1.95 1.47
C6 -0.12 -2.52 0.23
C7 -0.12 -1.87 -1.02
C8 0.63 -0.76 -1.11
O2 0.72 0.08 -2.48
C9 0.40 -0.37 -3.69
C10 -1.07 -0.19 -3.91
H2 -1.64 -0.71 -3.51
H3 -1.18 -0.56 -5.08
H4 -0.99 0.91 -4.06
H5 1.22 -0.01 -4.04
H6 0.76 -1.54 -3.53
O3 -0.83 -2.53 -2.14
C11 -1.44 -3.58 -1.88
C12 -2.40 -3.76 -3.15
H7 -2.78 -2.92 -3.45
H8 -2.86 -4.75 -3.15
H9 -1.43 -3.94 -4.00
H10 -1.15 -4.40 -1.80
H11 -2.29 -3.49 -1.03
H12 -0.57 -3.48 0.60
C13 0.57 -2.70 2.52
N1 -0.01 -1.72 3.63
S1 -1.61 -1.32 3.14
O4 -2.28 -2.19 2.03
O5 -2.50 -0.96 4.32
C14 -1.27 0.24 2.28
C15 -0.69 1.27 3.22
C16 -0.28 2.49 2.62
C17 -0.52 2.61 1.02
C18 -1.37 1.72 0.40
C19 -1.32 0.44 0.98
H13 -2.04 -0.27 0.37
C20 -1.17 2.31 -1.09
C21 -0.58 3.52 -0.75
O6 -0.34 4.55 -1.76
N2 -0.24 3.88 0.49
C22 0.37 5.04 1.07
H14 -0.29 5.55 1.65
H15 1.30 4.63 1.38
H16 0.42 5.59 0.21
H17 -2.32 2.13 -1.21
H18 -0.78 1.64 -1.75
H19 0.28 3.32 3.09
H20 -0.52 0.98 4.08
H21 -0.25 -2.15 4.48
H22 1.46 -2.96 3.04
H23 0.18 -3.71 2.70
H24 1.95 -0.53 2.10
H25 2.47 1.57 1.54
H26 4.68 1.54 1.51
H27 4.10 -0.01 1.07
H28 4.64 0.92 -0.31

Energy relative to the best compared isomer or geometry (same formula, charge and spin) = 539.8 kcal/mol
Net charge = 0
Largest force on an atom = 0.3766 hartree/bohr
E = -49346.288 eV


Below is a single C17H11F3N6O molecule at a distorted geometry, with properties calculated with ωB97M-V with the def2-TZVPD basis set.

Element x y z (Å)
F1 1.93 0.16 6.96
C1 1.54 0.90 5.88
F2 2.49 0.53 4.96
F3 1.44 2.27 6.13
O1 0.25 0.34 5.58
C2 -0.37 0.64 4.36
C3 -1.68 0.17 4.11
C4 -2.49 0.38 2.96
C5 -1.85 1.00 1.88
N1 -2.58 1.23 0.64
C6 -2.05 1.07 -0.57
N2 -2.32 2.02 -1.47
C7 -1.76 1.91 -2.68
N3 -0.94 0.93 -3.12
C8 -0.73 -0.02 -2.20
C9 -1.21 0.06 -0.91
C10 -0.61 -1.09 -0.22
N4 -0.06 -1.97 -1.09
N5 -0.09 -1.28 -2.29
C11 0.91 -1.53 -3.22
C12 1.81 -0.55 -3.78
C13 2.64 -0.96 -4.88
C14 2.75 -2.34 -5.17
C15 1.94 -3.15 -4.46
N6 1.02 -2.78 -3.58
C16 -0.52 1.36 2.02
C17 0.29 1.26 3.28
H1 -2.19 -0.37 4.84
H2 -3.47 0.01 2.85
H3 -3.28 1.97 0.73
H4 -2.01 2.58 -3.45
H5 -0.96 -1.26 0.85
H6 1.89 0.48 -3.49
H7 3.40 -0.39 -5.35
H8 3.45 -2.75 -5.92
H9 2.03 -4.24 -4.52
H10 0.12 1.74 1.07
H11 1.28 1.67 3.25

Energy relative to the best compared isomer or geometry (same formula, charge and spin) = 43.8 kcal/mol
Net charge = 0
Largest force on an atom = 0.0835 hartree/bohr
E = -36945.920 eV


Below is a 2-piece molecular cluster, C6H18BrNSi2 overall at a distorted geometry, with properties calculated with ωB97M-V with the def2-TZVPD basis set.

Element x y z (Å)
C1 0.14 2.46 1.85
C2 1.24 -0.58 2.02
C3 2.62 1.61 0.27
C4 0.21 -1.34 -2.63
C5 -1.48 -2.05 -0.17
C6 -2.41 0.21 -2.06
N1 0.14 0.53 -0.36
Si1 0.95 1.01 0.99
Si2 -0.82 -0.54 -1.24
Br1 -1.89 -0.76 3.56
H1 -0.92 2.43 1.60
H2 0.55 2.45 2.92
H3 0.41 3.42 1.55
H4 0.34 -1.00 2.43
H5 1.73 -1.35 1.42
H6 1.96 -0.25 2.74
H7 2.57 1.50 -0.81
H8 2.89 2.44 0.81
H9 3.36 0.87 0.74
H10 -0.37 -1.40 -3.59
H11 1.03 -0.85 -2.90
H12 0.49 -2.43 -2.23
H13 -2.45 -2.26 -0.62
H14 -0.79 -2.91 -0.46
H15 -1.38 -2.01 0.88
H16 -3.03 -0.68 -2.43
H17 -3.04 0.68 -1.47
H18 -2.05 0.80 -2.83

Net charge = 0
Largest force on an atom = 0.0981 hartree/bohr
E = -93798.522 eV
Multiplicity = 3


Below is a single C4H7NO molecule, with properties calculated with ωB97M-V with the def2-TZVPD basis set.

Element x y z (Å)
C1 -1.44 -0.87 0.37
C2 -0.18 -0.22 -0.11
C3 -0.26 1.24 -0.40
N1 0.85 -0.96 -0.27
C4 2.07 -0.37 0.02
O1 2.22 0.66 0.66
H1 -1.72 -1.73 -0.25
H2 -2.29 -0.18 0.45
H3 -1.19 -1.24 1.37
H4 -0.95 1.14 -1.26
H5 -0.73 1.82 0.39
H6 0.67 1.71 -0.72
H7 2.93 -1.01 -0.23

Energy relative to the best compared isomer or geometry (same formula, charge and spin) = 33.7 kcal/mol
Net charge = 0
Largest force on an atom = 0.0167 hartree/bohr
E = -7798.181 eV


Below is a 2-piece molecular cluster, C3H10NO overall at a distorted geometry, with properties calculated with ωB97M-V with the def2-TZVPD basis set.

Element x y z (Å)
C1 -0.57 -0.15 1.72
O1 -0.77 1.46 1.52
C2 -0.92 -1.00 0.57
C3 0.18 -1.72 -0.15
N1 1.39 1.67 -2.12
H1 -1.28 -0.40 2.48
H2 0.46 -0.09 2.04
H3 -1.46 1.50 0.89
H4 -2.09 -1.25 0.63
H5 0.61 -2.47 0.58
H6 -0.12 -2.22 -1.10
H7 0.98 -0.96 -0.48
H8 1.69 2.16 -3.03
H9 1.34 2.28 -1.32
H10 0.56 1.19 -2.23

Energy relative to the best compared isomer or geometry (same formula, charge and spin) = 114.4 kcal/mol
Net charge = +1
Largest force on an atom = 0.0823 hartree/bohr
E = -6799.349 eV


Below is a 2-piece molecular cluster, CH7N2S overall at a distorted geometry, with properties calculated with ωB97M-V with the def2-TZVPD basis set.

Element x y z (Å)
S1 -1.76 0.91 0.53
H1 -1.75 2.07 -0.16
N1 0.54 -0.69 -1.38
C1 1.47 -1.13 -0.35
N2 1.51 -0.19 0.79
H2 -0.16 0.01 -1.12
H3 0.00 -1.45 -1.78
H4 2.46 -1.11 -0.82
H5 1.38 -2.16 0.00
H6 0.56 0.11 0.97
H7 2.13 0.53 0.49

Energy relative to the best compared isomer or geometry (same formula, charge and spin) = 8.2 kcal/mol
Net charge = -1
Largest force on an atom = 0.0433 hartree/bohr
E = -14966.830 eV


Below is a single C4H7NO2 molecule, with properties calculated with ωB97M-V with the def2-TZVPD basis set.

Element x y z (Å)
H1 0.34 1.72 0.20
N1 -0.64 1.49 0.05
C1 -0.90 0.25 0.00
C2 -2.29 -0.27 -0.20
O1 -0.04 -0.81 0.11
C3 1.29 -0.61 0.52
C4 2.13 0.22 -0.44
O2 3.22 0.63 -0.13
H2 -2.59 -0.86 0.67
H3 -2.99 0.55 -0.35
H4 -2.31 -0.94 -1.07
H5 1.36 -0.19 1.53
H6 1.73 -1.61 0.54
H7 1.69 0.40 -1.44

Energy relative to the best compared isomer or geometry (same formula, charge and spin) = 36.5 kcal/mol
Net charge = 0
Largest force on an atom = 0.0107 hartree/bohr
E = -9845.696 eV


Below is C5H13NO as an isolated structure at a distorted geometry, with properties calculated with ωB97M-V with the def2-TZVPD basis set.

Element x y z (Å)
C1 -2.19 -0.59 0.05
N1 -1.69 0.23 -1.07
C2 -0.34 0.66 -0.94
C3 0.60 -0.29 -0.45
C4 3.91 0.30 -0.02
O1 0.99 -0.46 0.91
C5 -2.12 0.24 1.34
H1 -3.22 -0.86 -0.17
H2 -1.59 -1.49 0.19
H3 -1.89 -0.24 -1.96
H4 -0.12 1.69 -1.15
H5 3.70 -0.50 0.69
H6 0.89 -1.15 -1.04
H7 3.00 0.46 -0.59
H8 4.19 1.21 0.52
H9 4.70 0.01 -0.71
H10 1.40 0.38 0.20
H11 -2.66 1.18 1.19
H12 -2.52 -0.29 2.19
H13 -1.08 0.49 1.51

Energy relative to the best compared isomer or geometry (same formula, charge and spin) = 161.3 kcal/mol
Net charge = 0
Largest force on an atom = 0.0621 hartree/bohr
E = -8927.016 eV


Below is a 5-piece molecular cluster, C36H39N5O11 overall, with properties calculated with ωB97M-V with the def2-TZVPD basis set.

Element x y z (Å)
C1 -4.16 -0.84 -2.98
C2 -2.70 -1.21 -2.65
C3 -1.79 0.03 -2.66
C4 -2.03 0.91 -1.41
C5 -0.98 0.53 -0.36
C6 -2.13 2.40 -1.66
C7 -2.07 3.41 -0.77
C8 -1.83 3.43 0.71
C9 -0.32 3.39 1.11
C10 0.18 4.64 1.82
N1 0.03 5.90 1.11
C11 -2.35 4.68 -1.48
O1 -2.29 5.81 -1.08
O2 -2.70 4.38 -2.78
C12 -2.40 3.05 -2.99
O3 -2.35 2.63 -4.11
H1 -4.23 0.16 -3.41
H2 -4.59 -1.55 -3.70
H3 -4.80 -0.87 -2.10
H4 -2.33 -1.90 -3.41
H5 -2.66 -1.69 -1.67
H6 -1.99 0.56 -3.58
H7 -0.74 -0.29 -2.70
H8 -3.00 0.60 -1.00
H9 -1.22 0.90 0.64
H10 0.03 0.84 -0.65
H11 -0.97 -0.56 -0.27
H12 -2.29 4.34 1.10
H13 -2.37 2.58 1.14
H14 -0.16 2.51 1.73
H15 0.26 3.23 0.19
H16 1.25 4.50 2.00
H17 -0.29 4.72 2.80
H18 -0.91 6.27 1.18
H19 0.27 5.80 0.13
O4 1.93 0.73 3.36
N2 2.88 1.23 2.80
O5 3.17 1.06 1.63
C13 3.76 2.11 3.60
C14 3.47 2.30 4.94
C15 4.30 3.12 5.68
C16 5.39 3.74 5.09
C17 5.66 3.54 3.74
C18 4.83 2.72 2.98
H20 2.62 1.81 5.39
H21 4.10 3.28 6.73
H22 6.04 4.38 5.67
H23 6.50 4.02 3.27
H24 5.03 2.55 1.93
O6 3.73 4.84 11.68
N3 3.46 4.35 10.60
O7 4.26 4.15 9.71
C19 2.06 3.97 10.36
C20 1.12 4.21 11.34
C21 -0.20 3.86 11.08
C22 -0.55 3.27 9.87
C23 0.42 3.04 8.91
C24 1.74 3.38 9.15
H25 1.40 4.66 12.27
H26 -0.96 4.04 11.84
H27 -1.58 3.00 9.68
H28 0.15 2.58 7.96
H29 2.50 3.21 8.41
O8 -4.73 -4.14 -2.29
N4 -4.02 -4.89 -1.64
O9 -4.10 -5.04 -0.44
C25 -2.98 -5.64 -2.37
C26 -2.85 -5.44 -3.73
C27 -1.86 -6.13 -4.41
C28 -1.03 -7.01 -3.72
C29 -1.19 -7.19 -2.35
C30 -2.17 -6.50 -1.66
H30 -3.50 -4.76 -4.25
H31 -1.74 -6.00 -5.47
H32 -0.26 -7.55 -4.25
H33 -0.54 -7.88 -1.82
H34 -2.30 -6.64 -0.60
O10 -1.78 -5.49 -8.38
N5 -0.78 -6.13 -8.13
O11 -0.74 -7.06 -7.34
C31 0.47 -5.76 -8.82
C32 0.45 -4.69 -9.69
C33 1.63 -4.34 -10.33
C34 2.80 -5.06 -10.08
C35 2.79 -6.13 -9.21
C36 1.62 -6.49 -8.56
H35 -0.46 -4.15 -9.87
H36 1.64 -3.50 -11.01
H37 3.72 -4.78 -10.58
H38 3.70 -6.69 -9.02
H39 1.59 -7.33 -7.88

Net charge = 0
Largest force on an atom = 0.0085 hartree/bohr
E = -67927.047 eV


Below is a 2-piece molecular cluster, C5H11NO2 overall at a distorted geometry, with properties calculated with ωB97M-V with the def2-TZVPD basis set.

Element x y z (Å)
N1 -0.79 -2.16 1.38
C1 -0.11 -1.40 0.47
C2 1.14 -0.93 0.51
C3 1.61 0.06 -0.49
C4 1.79 1.48 0.04
C5 0.45 2.16 0.25
O1 -0.49 1.97 -0.47
H1 -1.58 -2.67 1.02
H2 -0.33 -2.57 2.17
H3 -0.76 -0.97 -0.29
H4 1.79 -1.12 1.35
H5 2.49 -0.25 -1.08
H6 0.97 0.10 -1.38
H7 2.29 1.42 1.02
H8 2.45 2.08 -0.58
H9 0.37 2.81 1.14
O2 -2.87 -0.77 -1.42
H10 -2.54 -0.11 -0.81
H11 -2.29 -0.77 -2.18

Energy relative to the best compared isomer or geometry (same formula, charge and spin) = 42.3 kcal/mol
Net charge = 0
Largest force on an atom = 0.0379 hartree/bohr
E = -10947.431 eV


Below is a 2-piece molecular cluster, C2H5Cl2N overall at a distorted geometry, with properties calculated with ωB97M-V with the def2-TZVPD basis set.

Element x y z (Å)
C1 1.63 -0.57 1.75
C2 1.77 -0.66 0.45
N1 -1.62 1.30 1.51
Cl1 1.43 0.63 -0.75
Cl2 -2.51 1.08 -0.06
H1 1.41 0.35 2.18
H2 1.96 -1.48 2.29
H3 -2.14 1.93 2.13
H4 2.10 -1.58 -0.09
H5 -0.75 1.56 1.15

Energy relative to the best compared isomer or geometry (same formula, charge and spin) = 28.7 kcal/mol
Net charge = 0
Largest force on an atom = 0.0942 hartree/bohr
E = -28684.414 eV
Multiplicity = 3


Below is C3H3AlLiO3 as an isolated structure at a distorted geometry, with properties calculated with ωB97M-V with the def2-TZVPD basis set.

Element x y z (Å)
O1 -0.07 -1.17 -1.71
C1 -1.03 -0.99 -0.96
C2 -1.11 0.26 -0.15
H1 -1.77 -1.76 -0.75
H2 -1.99 0.28 0.48
H3 -1.05 1.12 -0.82
Al1 1.46 -0.44 -1.37
O2 0.38 0.62 0.86
C3 1.57 0.39 0.52
O3 2.53 0.27 1.32
Li1 1.08 1.41 2.57

Energy relative to the best compared isomer or geometry (same formula, charge and spin) = 0.0 kcal/mol
Net charge = +2
Largest force on an atom = 0.1358 hartree/bohr
E = -16083.949 eV
Multiplicity = 2